Record 1
Below is H37O18 as an isolated structure, with properties calculated with ωB97M-V/def2-TZVPD.

Output
Frontier orbital gap   9.62 eV
Energy relative to the best compared isomer or geometry (same formula, charge and spin)   106.4 kcal per mole
E_LUMO   -0.104 hartree
Net charge   +1
Calculated total energy   -37448.81953 eV

Geometry (Å):
1 O -4.22 -1.96 -2.33
2 O -1.94 3.70 1.13
3 O 1.51 4.91 2.96
4 O 4.38 0.87 3.07
5 O 0.53 -0.18 -4.91
6 O -2.18 0.99 2.66
7 O -1.81 1.56 -1.39
8 O 2.07 0.21 4.11
9 O -2.22 -4.00 1.91
10 O 3.24 -0.97 -4.95
11 O 0.14 1.59 0.02
12 O -2.12 2.09 -3.84
13 O 1.58 -3.06 -2.78
14 O -2.33 -1.43 1.16
15 O 1.02 -3.97 3.70
16 O 2.01 2.82 1.18
17 O 1.00 -1.47 0.91
18 O -0.31 -1.49 -2.32
19 H -4.55 -1.94 -3.23
20 H 0.63 -1.67 -2.05
21 H -2.16 0.41 1.90
22 H 1.22 0.25 4.61
23 H 1.82 4.28 2.27
24 H 1.88 2.78 0.24
25 H -1.86 2.06 -2.25
26 H -4.94 -2.02 -1.70
27 H 2.39 -0.70 -5.27
28 H 1.62 -2.60 -3.63
29 H -2.47 -2.33 1.49
30 H 3.98 -0.37 -5.06
31 H -2.83 -4.52 2.46
32 H 2.39 -2.84 -2.31
33 H 1.89 -1.85 0.88
34 H -0.11 0.04 -5.61
35 H -2.51 4.38 0.76
36 H -1.75 -1.61 0.40
37 H 2.43 0.59 4.93
38 H -2.37 -4.33 1.01
39 H 0.87 -1.47 1.88
40 H -2.06 0.64 -1.58
41 H -0.54 1.54 -1.02
42 H -2.34 0.59 3.52
43 H 1.82 -4.35 4.09
44 H 0.15 0.70 0.41
45 H -2.40 2.98 -4.06
46 H 0.68 -4.79 3.31
47 H -0.74 -2.37 -2.32
48 H -1.45 1.83 -4.49
49 H 3.96 0.03 3.31
50 H -0.10 -0.32 -4.18
51 H -0.47 2.20 0.51
52 H 1.37 5.69 2.41
53 H 1.90 1.96 1.61
54 H -2.28 3.53 2.02
55 H 3.71 1.51 3.31

Results of the natural (NBO) charge analysis, in e, for atoms 1 through 6:
1 O -0.966
2 O -0.978
3 O -0.962
4 O -0.937
5 O -0.961
6 O -0.999

---

Record 2
Below is a 19-piece molecular cluster, H37O19 overall, with properties calculated with ωB97M-V/def2-TZVPD.

Output
Frontier orbital gap   9.83 eV
Energy relative to the best compared isomer or geometry (same formula, charge and spin)   140.8 kcal per mole
E_LUMO   0.078 hartree
Net charge   -1
Calculated total energy   -39502.17714 eV

Geometry (Å):
1 O 1.63 -1.21 1.79
2 O -1.37 1.97 -1.88
3 O -2.25 3.55 1.19
4 O -0.67 -2.22 4.49
5 O 0.53 -2.88 -3.05
6 O 5.25 -0.12 0.26
7 O -0.71 4.79 -1.24
8 O -1.81 0.08 -0.20
9 O 0.98 0.45 -0.99
10 O 1.82 2.18 1.06
11 O -2.71 -2.11 0.77
12 O -0.86 -0.59 2.16
13 O 2.54 -1.26 -3.33
14 O 0.32 -4.87 1.23
15 O 2.13 0.53 3.91
16 O -3.46 0.59 -3.30
17 O 3.74 2.26 -1.44
18 O 0.95 -2.55 -0.40
19 O -4.69 1.30 -0.71
20 H 1.50 2.00 0.12
21 H -1.36 1.21 -1.18
22 H 2.69 1.23 3.82
23 H -0.02 -3.68 -2.93
24 H 3.58 3.17 -1.25
25 H -4.24 2.01 -0.23
26 H -0.40 -4.86 0.56
27 H -4.14 0.58 -0.66
28 H 2.14 -2.01 -3.47
29 H 1.12 -0.50 -1.17
30 H -0.24 5.03 -0.54
31 H 0.80 -0.74 1.95
32 H 4.88 -0.90 0.69
33 H 0.67 -1.89 0.28
34 H -1.70 3.39 0.45
35 H 2.00 -0.72 0.99
36 H -2.85 4.18 1.05
37 H 4.48 0.35 -0.06
38 H -1.10 -0.37 1.25
39 H -1.14 -1.73 3.80
40 H 2.93 1.76 -1.25
41 H -3.19 0.05 -2.58
42 H 0.70 -2.41 -2.21
43 H -0.17 -2.86 3.95
44 H 0.02 0.47 -0.66
45 H 2.46 -0.12 3.28
46 H -4.33 1.01 -2.85
47 H 2.05 -0.47 -3.36
48 H -2.81 -2.60 -0.27
49 H 1.07 -4.99 0.93
50 H -2.00 2.13 -2.42
51 H -0.64 3.85 -1.36
52 H 0.78 -3.29 0.08
53 H -1.49 0.06 2.41
54 H -2.20 0.82 0.27
55 H -2.21 -1.30 0.58
56 H 0.98 2.23 1.66

Results of the natural (NBO) charge analysis, in e, for atoms 1 through 6:
1 O -0.988
2 O -1.044
3 O -0.956
4 O -0.958
5 O -1.001
6 O -0.941

---

Record 3
Below is H39O19 as an isolated structure, with properties calculated with ωB97M-V/def2-TZVPD.

Output
Frontier orbital gap   10.44 eV
Energy relative to the best compared isomer or geometry (same formula, charge and spin)   137.2 kcal per mole
E_LUMO   -0.100 hartree
Net charge   +1
Calculated total energy   -39525.06862 eV

Geometry (Å):
1 O -0.75 1.61 2.52
2 O 0.24 1.52 -1.59
3 O -0.25 -2.45 1.00
4 O 3.47 1.67 -0.70
5 O -2.07 -0.61 3.11
6 O -2.40 0.55 -3.62
7 O 2.43 -2.12 0.78
8 O -0.01 3.83 -2.40
9 O 3.53 -1.40 -1.52
10 O -2.12 0.36 -0.24
11 O -3.84 -2.92 -0.12
12 O 1.12 0.24 0.08
13 O -2.61 2.50 -1.74
14 O 2.00 1.92 1.67
15 O -4.56 -0.24 1.33
16 O 1.20 -0.52 2.99
17 O 4.37 1.07 2.38
18 O -1.36 -3.82 -1.20
19 O 0.62 -0.45 -3.69
20 H 1.48 1.29 1.98
21 H -3.28 -2.20 -0.41
22 H 0.84 -1.25 2.53
23 H 1.31 0.48 0.99
24 H -0.32 4.57 -1.92
25 H -2.99 0.03 -2.98
26 H -1.86 0.11 -4.24
27 H 0.04 -0.07 -4.47
28 H 0.98 1.04 -0.85
29 H 0.83 0.18 -3.02
30 H 1.65 -0.55 -0.15
31 H 4.33 0.22 1.97
32 H 4.04 0.85 3.26
33 H -0.71 3.48 -3.03
34 H 2.81 -1.77 -0.16
35 H 4.28 2.01 -1.14
36 H 0.34 2.58 -1.81
37 H -0.95 2.16 3.23
38 H -1.53 -0.48 0.01
39 H 2.88 1.94 2.22
40 H -1.99 -4.61 -1.50
41 H 4.19 -1.88 -1.93
42 H -3.42 -3.33 0.63
43 H -0.52 -2.33 0.12
44 H -2.26 0.14 3.71
45 H 0.51 -0.70 3.74
46 H -2.62 0.61 0.58
47 H 3.54 -0.45 -1.71
48 H -1.34 -0.37 2.71
49 H -4.10 -0.34 2.17
50 H -1.23 -4.24 -0.29
51 H 0.00 1.31 2.35
52 H 3.62 1.69 0.20
53 H -0.78 1.48 -1.48
54 H -4.91 -1.00 0.85
55 H 3.21 -2.70 0.87
56 H -2.22 1.91 -1.19
57 H -3.52 2.08 -1.91
58 H 0.69 -2.64 1.05

Results of the natural (NBO) charge analysis, in e, for atoms 1 through 6:
1 O -0.934
2 O -0.949
3 O -0.994
4 O -0.969
5 O -0.928
6 O -0.979

---

Record 4
Below is a 19-piece molecular cluster, H39O19 overall, with properties calculated with ωB97M-V/def2-TZVPD.

Output
Frontier orbital gap   10.00 eV
Energy relative to the best compared isomer or geometry (same formula, charge and spin)   94.6 kcal per mole
E_LUMO   -0.105 hartree
Net charge   +1
Calculated total energy   -39526.91489 eV

Geometry (Å):
1 O 1.52 1.37 -3.89
2 O -3.57 -1.72 -0.29
3 O 2.78 1.37 0.46
4 O -3.55 1.90 1.30
5 O -0.56 -1.58 4.29
6 O -0.88 -1.60 1.51
7 O -0.98 3.00 1.06
8 O -1.53 -3.35 -1.20
9 O 1.62 -1.39 2.29
10 O 0.58 -4.09 0.48
11 O 2.39 -2.49 -2.31
12 O 0.40 4.01 -1.68
13 O 0.06 2.72 3.68
14 O -1.10 0.69 0.08
15 O 3.74 -1.12 -0.45
16 O 0.34 -1.76 -0.78
17 O -0.01 -0.99 -3.13
18 O -2.98 1.27 -2.63
19 O 1.63 3.54 2.02
20 H -1.35 -0.84 1.12
21 H -1.62 -4.26 -0.88
22 H -2.43 -2.85 -0.84
23 H -0.05 -1.34 5.09
24 H -0.45 0.13 -0.40
25 H 0.74 1.97 3.64
26 H -3.65 2.07 -2.92
27 H -0.85 -0.75 -2.73
28 H 0.26 -0.18 -3.65
29 H 2.30 -0.77 2.01
30 H 1.53 -1.81 1.46
31 H 0.14 -1.10 -1.69
32 H 1.37 -3.72 0.97
33 H -0.33 4.57 -1.36
34 H 1.12 3.13 1.24
35 H -0.79 1.39 0.71
36 H 2.11 4.41 1.75
37 H 2.54 -1.80 -2.91
38 H 3.01 -1.70 -0.08
39 H 1.19 1.94 -3.17
40 H -0.15 -1.83 0.03
41 H -3.07 1.19 0.88
42 H 0.08 -1.46 3.59
43 H -4.15 -1.61 -0.98
44 H 3.50 -1.43 -1.37
45 H 2.96 0.81 -0.32
46 H 1.19 4.46 -1.50
47 H 1.22 1.79 -4.73
48 H 2.59 -3.34 -2.43
49 H -1.61 -2.19 1.41
50 H -4.06 -1.48 0.47
51 H -3.22 1.98 2.17
52 H 0.41 -2.65 -1.29
53 H -1.97 3.10 0.96
54 H 0.74 -4.95 0.24
55 H 0.67 3.39 3.54
56 H 3.61 1.32 1.06
57 H -0.96 2.97 1.97
58 H -2.50 1.63 -1.92

Results of the natural (NBO) charge analysis, in e, for atoms 1 through 6:
1 O -0.977
2 O -0.947
3 O -0.986
4 O -0.945
5 O -0.958
6 O -0.929

---

Record 5
Below is a 19-piece molecular cluster, H39O19 overall, with properties calculated with ωB97M-V/def2-TZVPD.

Output
Frontier orbital gap (spin up / spin down)   9.70 / 2.47 eV
Energy relative to the best compared isomer or geometry (same formula, charge and spin)   37.1 kcal per mole
E_LUMO (spin up / spin down)   -0.222 / -0.488 hartree
2S+1   2
Net charge   +2
Calculated total energy   -39514.63853 eV

Geometry (Å):
1 O -3.16 -2.78 -0.16
2 O 0.90 3.77 0.86
3 O 3.08 1.41 1.21
4 O 1.19 -0.87 -2.44
5 O -1.30 2.93 -1.67
6 O -1.44 0.81 -3.06
7 O -4.30 -0.18 0.70
8 O 1.56 -3.70 1.98
9 O -2.76 -0.96 3.10
10 O -0.43 -2.84 -0.25
11 O -0.49 1.61 1.42
12 O 4.23 -0.79 -0.58
13 O 1.54 -0.45 2.19
14 O 1.88 -4.06 -1.11
15 O 1.99 3.80 -1.45
16 O 1.18 1.93 -3.48
17 O -1.35 -1.93 -2.33
18 O -3.05 4.18 0.67
19 O -0.22 -2.05 3.77
20 H 2.75 -3.49 -0.99
21 H -1.88 0.85 -3.87
22 H 2.35 3.05 -0.87
23 H -3.87 -0.56 1.46
24 H 1.60 -3.93 -2.03
25 H 3.04 2.26 1.66
26 H -0.56 -3.24 0.71
27 H -2.22 3.66 0.83
28 H 0.49 -3.24 -0.47
29 H -3.20 -1.84 3.13
30 H -1.75 1.53 -2.40
31 H -0.94 3.06 -0.69
32 H 1.50 -1.19 -1.61
33 H -0.33 2.48 1.61
34 H 1.81 2.24 -4.26
35 H 5.21 -1.07 -0.58
36 H 2.69 0.67 1.62
37 H 1.88 3.16 -2.21
38 H 2.38 -3.80 2.58
39 H -3.94 -2.20 -0.22
40 H -1.85 -1.07 3.04
41 H -4.22 0.74 0.80
42 H -0.17 -1.55 4.63
43 H 1.45 -4.67 1.72
44 H 1.26 0.07 -2.40
45 H -1.22 -2.04 -1.24
46 H -2.68 -2.51 0.68
47 H 1.15 -0.57 3.14
48 H 0.31 1.15 1.45
49 H 4.12 -0.20 -1.35
50 H 0.43 2.46 -3.47
51 H -0.28 -1.78 -2.49
52 H 0.96 4.35 0.12
53 H -3.29 4.00 -0.31
54 H -1.78 -1.06 -2.36
55 H 0.89 -0.84 1.46
56 H -0.01 -2.96 4.11
57 H 0.73 4.46 1.53
58 H -1.87 3.77 -1.81

Results of the natural (NBO) charge analysis, in e, for atoms 1 through 6:
1 O -0.951
2 O -0.961
3 O -0.421
4 O -0.934
5 O -0.976
6 O -1.018

---

Record 6
Below is a 2-piece molecular cluster, H3IN2 overall, with properties calculated with ωB97M-V/def2-TZVPD.

Output
Frontier orbital gap (spin up / spin down)   8.19 / 9.11 eV
Energy relative to the best compared isomer or geometry (same formula, charge and spin)   65.3 kcal per mole
E_LUMO (spin up / spin down)   -0.053 / -0.015 hartree
Calculated total energy   -11124.86040 eV

Geometry (Å):
1 I -0.54 -2.71 0.49
2 N -0.41 1.45 -1.11
3 N 0.50 -1.07 0.60
4 H 0.57 -1.02 1.61
5 H 0.32 2.06 -1.45
6 H -0.44 1.29 -0.13

The molecule's natural (NBO) atomic charges, reported in e, are given here:
1 I 0.394
2 N -0.604
3 N -0.703
4 H 0.309
5 H 0.301
6 H 0.304

---

Record 7
Below is a 2-piece molecular cluster, H3IP2 overall, with properties calculated with ωB97M-V/def2-TZVPD.

Output
Frontier orbital gap (spin up / spin down)   7.96 / 7.96 eV
Energy relative to the best compared isomer or geometry (same formula, charge and spin)   18.0 kcal per mole
E_LUMO (spin up / spin down)   -0.036 / -0.036 hartree
Calculated total energy   -26724.22662 eV

Geometry (Å):
1 I 2.58 -0.06 -0.36
2 P -0.84 0.96 -0.49
3 P 0.35 -0.87 -0.93
4 H -0.10 1.18 0.71
5 H 0.03 -1.44 1.14
6 H -2.01 0.24 -0.06

The molecule's natural (NBO) atomic charges, reported in e, are given here:
1 I -0.086
2 P -0.009
3 P 0.113
4 H 0.014
5 H -0.042
6 H 0.010

---

Record 8
Below is an isolated ion of composition H3N2O and charge -1, with properties calculated with ωB97M-V/def2-TZVPD.

Output
Frontier orbital gap   7.17 eV
Energy relative to the best compared isomer or geometry (same formula, charge and spin)   45.4 kcal per mole
SMILES   NN[O-]
E_LUMO   0.213 hartree
Net charge   -1
Calculated total energy   -5073.32863 eV

Geometry (Å):
1 O -0.40 -1.53 0.32
2 N 0.47 -0.68 -0.29
3 N -0.02 0.77 -0.32
4 H -0.82 0.90 -0.82
5 H 1.18 -0.39 0.45
6 H -0.41 0.92 0.66

The molecule's natural (NBO) atomic charges, reported in e, are given here:
1 O -0.838
2 N -0.203
3 N -0.787
4 H 0.309
5 H 0.237
6 H 0.282

---

Which formula does entry 1 have? H37O18

---

The highest energy relative to the best compared isomer or geometry (same formula, charge and spin) belongs to which entry? H37O19